Model 1:
This record from the Open Molecules 2025 dataset describes the ion C4H10N with charge +1. The level of theory is ωB97M-V/def2-TZVPD.

Calculated values
Molar mass, g/mol: 72.13
E_LUMO, eV: -3.63
SMILES: C/C=C(\C)[NH3+]
HOMO energy, eV: -14.236
HOMO-LUMO gap, eV: 10.61
Charge: +1

Element x y z (Å)
C 2.3495 -0.0216 -0.0573
C 0.8061 -0.4643 -0.2251
C -0.5036 0.0374 -0.1683
C -1.0382 1.3630 0.0773
N -1.6404 -0.9960 -0.0294
H 2.9154 -0.5755 -0.8610
H 2.6249 1.0028 -0.0614
H 0.8330 -1.5113 -0.2418
H 2.4098 -0.3319 1.0056
H -0.1279 1.8204 0.4829
H -1.8283 1.2745 0.8722
H -1.2344 2.0008 -0.6692
H -2.3727 -0.7242 -0.7358
H -2.0295 -1.0310 0.8607
H -1.1637 -1.8431 -0.2494

Model 2:
This record from the Open Molecules 2025 dataset describes a cluster of 2 separate species, C4H10N in total. The level of theory is ωB97M-V/def2-TZVPD.

Calculated values
Molar mass, g/mol: 72.13
E_LUMO, eV: -6.05
HOMO energy, eV: -12.305
HOMO-LUMO gap, eV: 6.25
Charge: +1

Element x y z (Å)
C -0.3424 0.3751 -2.9604
N -0.3829 1.4871 -2.3422
H -1.0076 -0.3418 -3.4064
H 0.6066 -0.3624 -3.2373
H 0.4644 1.8974 -2.0896
H -1.2983 1.9558 -2.1133
C 1.3356 -1.1457 2.0721
C -0.1300 -0.7737 2.2542
C -0.6818 -0.0251 1.2670
H 1.5039 -2.0083 2.5466
H 1.8495 -1.1179 1.2147
H 1.9486 -0.5540 2.8269
H -0.6592 -1.0728 3.0721
H -1.6628 0.3832 1.3921
H -0.1536 0.2278 0.3921

Model 3:
This record from the Open Molecules 2025 dataset describes a cluster of 2 separate species, C4H10N in total. The level of theory is ωB97M-V/def2-TZVPD.

Calculated values
Molar mass, g/mol: 72.13
E_LUMO, eV: -5.99
HOMO energy, eV: -13.040
HOMO-LUMO gap, eV: 7.05
Charge: +1

Element x y z (Å)
C 0.4341 0.3199 3.2878
C 1.0036 -0.5105 2.3428
H 0.0334 1.2303 2.9607
H 0.4377 0.0474 4.3669
H 0.9771 -0.1791 1.2154
H 1.8382 -1.2898 2.4453
C 0.3148 -0.0089 -2.5658
C -1.2953 0.0636 -0.7597
N -1.1188 0.2439 -2.0378
H 0.4796 0.0221 -3.6854
H 0.8255 0.7228 -2.0186
H 0.8435 -0.9051 -2.2599
H -2.2292 -0.2902 -0.4525
H -0.5470 0.3876 -0.1017
H -1.9971 0.1460 -2.7376

Model 4:
This record from the Open Molecules 2025 dataset describes a cluster of 2 separate species, C4H10N in total. The level of theory is ωB97M-V/def2-TZVPD.

Calculated values
Molar mass, g/mol: 72.13
E_LUMO, eV: -5.56
HOMO energy, eV: -13.456
HOMO-LUMO gap, eV: 7.89
Charge: +1

Element x y z (Å)
C -0.2473 -2.4456 1.2116
C 1.0089 -2.6543 0.7476
H -1.0383 -1.9891 0.6293
H -0.5171 -2.6961 2.2774
H 1.2850 -2.4972 -0.2806
H 1.8114 -3.0363 1.4349
C -0.8952 2.0995 -1.5516
C 0.0221 1.0051 0.4020
N 0.1946 1.8009 -0.6038
H -0.5256 1.6558 -2.5285
H -0.9145 3.1763 -1.5592
H -1.8444 1.6075 -1.1496
H -0.9672 0.4224 0.4283
H 0.8770 0.8257 1.0790
H 1.1412 1.8968 -0.9620

Q: Which of them is the least stable? A: model 2.

Model 1:
This record from the Open Molecules 2025 dataset describes the ion C5H6NO with charge +1. The level of theory is ωB97M-V/def2-TZVPD.

Calculated values
Molar mass, g/mol: 96.11
E_LUMO, eV: -8.74
SMILES: CCc1cc#[n+]o1
HOMO energy, eV: -15.913
HOMO-LUMO gap, eV: 7.17
Charge: +1

Element x y z (Å)
C -2.5440 0.5956 -0.2917
C -1.3930 1.2501 0.0554
C -0.6234 0.1207 0.2791
C 1.6776 -0.4639 -0.5322
C 0.7590 -0.2439 0.6474
N -2.8306 -0.6176 -0.3650
O -1.6762 -1.1968 -0.0354
H -0.9637 2.1826 0.3954
H 1.6453 0.5301 -1.1103
H 1.1715 -1.1986 -1.1756
H 2.6770 -0.5838 -0.2110
H 1.2176 0.6276 1.0162
H 0.8828 -1.0020 1.3277

Model 2:
This record from the Open Molecules 2025 dataset describes the ion C5H6NO with charge +1. The level of theory is ωB97M-V/def2-TZVPD.

Calculated values
Molar mass, g/mol: 96.11
E_LUMO, eV: -4.58
SMILES: C[N+](=C=O)C1C=C1
HOMO energy, eV: -15.737
HOMO-LUMO gap, eV: 11.16
Charge: +1

Element x y z (Å)
C -1.4083 -1.0336 0.2151
C -0.1650 0.1783 1.8174
C 0.7477 1.2515 -1.3317
C 1.7944 0.9539 -0.5925
C 0.7488 -0.0591 -0.6998
N -0.2396 -0.2272 0.6315
O -0.1185 0.5720 2.8779
H -2.3446 -0.5544 0.4958
H -1.3667 -2.0315 0.6474
H 0.2127 1.9224 -1.9582
H 2.7252 1.2067 -0.1416
H -1.3827 -1.1227 -0.8707
H 0.7968 -1.0563 -1.0906

Q: Which of them is the least stable? A: model 1.